Entry 1:
A structure of composition C29H38N6O6PS2SeTi at a distorted geometry. Source: the OMol25 dataset; level of theory: ωB97M-V with the def2-TZVPD basis set.

Results
Relative energy (zero: lowest compared OMol25 entry of this formula, charge and spin) ... 1.759 eV
DFT total energy ... -171334.1199 eV
HOMO level ... -11.1 eV
HOMO-LUMO gap ... 7.93 eV

Structure (ORCA input):
```
! RIJCOSX wB97M-V def2-TZVPD def2/J DEFGRID3
* xyz 1 1
Ti 0.029 -0.524 0.862
C 6.814 -3.347 -0.173
C 5.740 -2.312 -0.005
C 4.835 -2.062 -1.035
C 3.829 -1.127 -0.883
C 3.725 -0.412 0.305
C 4.656 -0.599 1.316
C 5.644 -1.557 1.159
S 2.392 0.765 0.387
O 1.409 0.342 -0.639
O 2.920 2.086 0.240
N 1.432 0.611 1.663
C 1.876 0.278 3.009
C 0.964 -0.863 3.436
O 1.183 -1.636 4.324
O -0.113 -0.896 2.658
H 6.445 -4.184 -0.764
H 7.155 -3.721 0.791
H 7.673 -2.919 -0.692
H 4.909 -2.619 -1.960
H 3.120 -0.939 -1.677
H 4.653 0.006 2.211
H 6.355 -1.720 1.959
H 1.752 1.119 3.694
H 2.905 -0.060 3.058
O 1.736 -3.769 -0.495
C 1.193 -2.705 -0.367
O 1.226 -1.955 0.712
C 0.378 -2.101 -1.488
C 0.635 -2.438 -2.802
C -0.083 -1.790 -3.795
C -1.061 -0.879 -3.425
C -1.258 -0.610 -2.082
N -0.535 -1.191 -1.123
H 1.385 -3.186 -3.016
H 0.126 -1.994 -4.837
H -1.655 -0.372 -4.173
H -2.001 0.105 -1.760
C -1.116 4.506 -3.990
C -0.324 4.922 -2.757
N -0.058 3.745 -1.924
C -0.374 3.538 -0.640
S -0.847 1.971 -0.138
N -0.345 4.507 0.269
C 0.024 5.914 0.159
C -1.195 6.825 0.254
H -1.369 5.379 -4.589
H -2.039 4.006 -3.694
H -0.528 3.825 -4.609
H -0.898 5.645 -2.182
H 0.618 5.388 -3.054
H 0.015 2.882 -2.440
H -0.625 4.192 1.184
H 0.562 6.072 -0.772
H 0.713 6.136 0.975
H -1.914 6.602 -0.535
H -0.893 7.868 0.166
H -1.694 6.694 1.215
C -2.597 -0.234 3.607
P -2.504 0.213 1.828
C -3.132 1.934 1.992
C -4.041 -0.591 1.226
H -3.601 -0.032 3.980
H -1.877 0.366 4.164
H -2.354 -1.284 3.759
H -4.045 1.921 2.589
H -3.332 2.366 1.016
H -2.378 2.539 2.495
H -4.871 -0.308 1.873
H -3.925 -1.671 1.245
H -4.260 -0.278 0.204
Se -0.547 -3.450 2.376
N -1.362 -2.564 1.059
C -2.210 -3.416 0.468
C -3.040 -3.148 -0.650
C -3.882 -4.125 -1.096
C -3.952 -5.403 -0.479
C -3.156 -5.712 0.579
C -2.261 -4.728 1.070
N -1.436 -4.907 2.095
H -3.009 -2.185 -1.137
H -4.515 -3.927 -1.951
H -4.649 -6.135 -0.863
H -3.169 -6.681 1.060
*
```



Entry 2:
A cluster of 6 separate species, C29H39F5N4O20P in total at a distorted geometry. Source: the OMol25 dataset; level of theory: ωB97M-V with the def2-TZVPD basis set.

Results
DFT total energy ... -100479.5178 eV
HOMO level ... -12.1 eV
HOMO-LUMO gap ... 7.57 eV

Structure (ORCA input):
```
! RIJCOSX wB97M-V def2-TZVPD def2/J DEFGRID3
* xyz 1 1
C 1.319 0.417 2.377
C 2.534 1.425 2.006
O 2.125 2.816 1.866
P 0.974 3.000 0.590
O 1.163 4.446 0.073
C -0.741 2.855 1.353
C -1.665 1.696 0.690
N -2.862 2.219 -0.025
C -2.740 3.455 -0.888
C -3.394 4.752 -0.178
O -3.598 4.748 1.065
C -4.015 1.579 0.049
N -5.142 2.177 -0.725
N -4.310 0.367 0.805
O -4.272 0.513 2.161
C -3.662 -0.845 0.296
C -2.668 -1.726 1.143
C -2.053 -2.966 0.425
C -2.482 -3.206 -1.043
N -3.355 -2.410 -1.842
C -3.912 -1.289 -1.164
O 1.359 1.806 -0.555
C 0.791 2.081 -1.869
C 1.914 1.638 -2.957
H 0.675 0.966 3.150
H 0.692 0.216 1.436
H 1.724 -0.532 2.864
H 3.126 1.009 1.123
H 3.251 1.384 2.912
H -1.216 3.891 1.330
H -0.598 2.590 2.468
H -1.881 0.950 1.522
H -1.051 1.111 -0.100
H -1.631 3.740 -1.067
H -3.164 3.278 -1.948
H -3.690 5.689 -0.789
H -5.979 1.880 -0.200
H -5.130 1.712 -1.649
H -4.770 -0.262 2.541
H -2.411 -1.468 2.219
H -1.334 -3.700 0.932
H -2.040 -4.143 -1.550
H -4.616 -0.616 -1.783
H -0.108 1.372 -2.025
H 0.425 3.152 -2.018
H 2.018 0.490 -2.878
H 1.673 1.987 -4.014
H 2.914 2.068 -2.576
C -2.221 -1.365 -4.776
C -1.651 -0.022 -5.102
O -0.265 -0.272 -5.192
C -0.156 -1.571 -5.598
O 0.843 -2.055 -6.037
O -1.332 -2.246 -5.446
F -1.867 0.860 -4.089
H -2.207 -1.580 -3.704
H -3.242 -1.484 -5.143
H -2.010 0.403 -6.045
C -7.583 -3.376 3.481
C -7.017 -2.032 3.149
O -5.627 -2.280 3.060
C -5.516 -3.584 2.660
O -4.515 -4.070 2.222
O -6.688 -4.257 2.814
F -7.233 -1.150 4.152
H -7.568 -3.586 4.554
H -8.603 -3.500 3.114
H -7.377 -1.614 2.204
C 1.679 0.734 6.551
C 1.717 -0.275 7.654
O 1.706 -1.508 6.965
C 2.308 -1.261 5.768
O 2.718 -2.111 5.034
O 2.393 0.076 5.513
F 0.604 -0.199 8.421
H 0.662 0.950 6.212
H 2.163 1.672 6.826
H 2.607 -0.216 8.287
C 5.811 0.870 -6.021
C 5.119 1.970 -5.282
O 5.080 1.491 -3.952
C 6.173 0.686 -3.827
O 6.620 0.320 -2.779
O 6.698 0.356 -5.039
F 3.846 2.126 -5.721
H 5.126 0.081 -6.342
H 6.358 1.234 -6.892
H 5.641 2.931 -5.311
C 6.385 -1.978 -0.367
C 6.669 -3.425 -0.616
O 7.761 -3.691 0.240
C 7.621 -2.829 1.287
O 8.195 -2.939 2.330
O 6.739 -1.829 1.001
F 7.065 -3.631 -1.895
H 7.005 -1.315 -0.976
H 5.336 -1.726 -0.531
H 5.840 -4.096 -0.373
*
```



Entry 3:
A structure of composition C29H39N2O2OsP2 at a distorted geometry. Source: the OMol25 dataset; level of theory: ωB97M-V with the def2-TZVPD basis set.

Results
Relative energy (zero: lowest compared OMol25 entry of this formula, charge and spin) ... 2.440 eV
DFT total energy ... -58814.3144 eV
HOMO level (alpha / beta) ... -7.9 / -10.8 eV
HOMO-LUMO gap (alpha / beta) ... 5.87 / 4.72 eV

Structure (ORCA input):
```
! RIJCOSX wB97M-V def2-TZVPD def2/J DEFGRID3
* xyz 1 5
C -1.121 2.223 -3.469
C -1.121 1.160 -2.580
N 0.013 0.851 -1.896
C 1.164 1.500 -2.189
C 1.207 2.578 -3.074
C 0.039 2.961 -3.691
C -2.329 0.261 -2.404
P -2.191 -0.818 -0.887
Os -0.044 -0.643 -0.315
P 2.222 -0.553 -0.588
C 2.446 1.098 -1.434
C -0.464 -2.297 0.870
C -1.229 -2.280 2.030
C -1.152 -3.318 2.949
C -0.394 -4.466 2.694
C 0.285 -4.579 1.472
C 0.233 -3.510 0.567
O -2.015 -1.416 -4.188
O 0.188 -1.742 -3.568
H -2.076 2.446 -3.931
H 2.170 3.077 -3.220
H 0.026 3.815 -4.331
C -3.400 -0.031 0.247
C -3.045 -2.396 -1.350
H 3.286 0.994 -2.149
H 2.661 1.867 -0.661
H -2.343 -0.560 -3.107
H -3.278 0.875 -2.439
C 3.397 -0.544 0.785
C 2.918 -1.711 -1.811
H -1.861 -1.403 2.220
H -1.696 -3.228 3.887
H -0.344 -5.284 3.423
H 0.849 -5.505 1.224
H 0.726 -3.624 -0.398
H -0.188 -1.502 -2.156
H 0.490 -2.615 -3.855
H -0.919 -1.514 -4.166
H -2.101 -0.879 -5.018
H 0.597 -1.794 -1.282
H -4.314 0.220 -0.331
H -3.612 -0.776 1.030
H -2.955 0.877 0.680
H -4.128 -2.227 -1.440
H -2.650 -2.738 -2.317
H -2.820 -3.109 -0.553
H 3.922 -1.341 -2.100
H 2.969 -2.711 -1.336
H 2.232 -1.759 -2.690
H 4.410 -0.394 0.395
H 3.132 0.231 1.505
H 3.331 -1.513 1.278
C 0.231 4.966 0.163
C -0.870 4.194 -0.180
C -0.965 2.860 0.221
C 0.121 2.250 0.921
C 1.215 3.078 1.284
C 1.281 4.403 0.864
N 0.060 0.899 1.329
C 0.278 0.611 2.668
C 1.011 -0.508 3.129
C 1.332 -0.650 4.464
C 0.930 0.283 5.412
C 0.166 1.391 4.995
C -0.152 1.550 3.650
H 0.289 5.989 -0.190
H -1.692 4.616 -0.739
H -1.876 2.267 0.031
H 2.019 2.641 1.866
H 2.157 4.978 1.106
H 1.308 -1.223 2.367
H 1.889 -1.523 4.776
H 1.122 0.136 6.479
H -0.223 2.117 5.711
H -0.748 2.421 3.341
*
```



Entry 4:
A structure of composition C29H39N2O3PPdS. Source: the OMol25 dataset; level of theory: ωB97M-V with the def2-TZVPD basis set.

Results
Relative energy (zero: lowest compared OMol25 entry of this formula, charge and spin) ... 0.000 eV
DFT total energy ... -63434.2286 eV
HOMO level (alpha / beta) ... -2.1 / -2.1 eV
HOMO-LUMO gap (alpha / beta) ... 6.21 / 6.21 eV

Structure (ORCA input):
```
! RIJCOSX wB97M-V def2-TZVPD def2/J DEFGRID3
* xyz -2 1
Pd 0.166 0.480 1.517
C 0.666 -1.966 -1.572
C -0.167 -2.539 -0.422
C -1.005 -3.728 -0.889
P -1.053 -1.137 0.408
C -2.423 -1.949 1.358
C -3.329 -0.871 1.949
C -1.829 -2.818 2.469
C -1.914 -0.206 -0.901
C -2.840 -0.731 -1.796
C -3.475 0.036 -2.764
C -4.474 -0.560 -3.725
C -3.141 1.391 -2.810
C -2.239 1.958 -1.937
C -1.593 1.183 -0.933
N -0.713 1.691 -0.050
C -0.595 3.085 0.053
C -1.633 3.846 0.617
C -2.854 3.143 1.143
C -1.496 5.223 0.726
C -0.347 5.880 0.303
C -0.201 7.371 0.463
C 0.681 5.112 -0.230
C 0.579 3.734 -0.357
C 1.726 2.918 -0.875
H 1.358 -2.725 -1.946
H 1.262 -1.100 -1.250
H 0.019 -1.648 -2.390
H 0.534 -2.890 0.345
H -1.704 -3.439 -1.676
H -1.570 -4.189 -0.081
H -0.342 -4.491 -1.307
H -3.005 -2.571 0.671
H -2.743 -0.210 2.595
H -4.123 -1.326 2.550
H -3.788 -0.263 1.169
H -1.220 -2.198 3.132
H -1.187 -3.609 2.079
H -2.622 -3.286 3.059
H -3.093 -1.785 -1.729
H -4.621 -1.621 -3.519
H -4.143 -0.471 -4.764
H -5.450 -0.072 -3.653
H -3.608 2.023 -3.562
H -2.012 3.014 -2.013
H -2.548 2.326 1.801
H -3.442 2.698 0.337
H -3.490 3.836 1.698
H -2.307 5.798 1.167
H -1.167 7.874 0.387
H 0.457 7.787 -0.301
H 0.225 7.627 1.438
H 1.595 5.601 -0.558
H 2.492 3.553 -1.324
H 1.396 2.174 -1.599
H 2.166 2.361 -0.045
N 3.342 -0.222 -0.154
C 3.855 -1.492 0.129
C 5.018 -1.940 -0.490
C 5.494 -3.223 -0.265
C 4.815 -4.093 0.581
C 3.655 -3.647 1.202
C 3.182 -2.359 0.988
S 5.461 -5.735 0.896
O 4.281 -6.563 1.105
O 6.220 -6.069 -0.303
O 6.289 -5.589 2.085
H 4.032 0.488 -0.329
H 2.593 0.095 0.446
H 5.541 -1.277 -1.172
H 6.390 -3.577 -0.759
H 3.125 -4.325 1.859
H 2.292 -1.997 1.498
C 1.259 0.707 3.059
H 2.341 0.499 3.081
H 0.997 0.996 4.088
*
```



Entry 5:
A structure of composition C29H39N5O4PtSSb. Source: the OMol25 dataset; level of theory: ωB97M-V with the def2-TZVPD basis set.

Results
Relative energy (zero: lowest compared OMol25 entry of this formula, charge and spin) ... 0.000 eV
DFT total energy ... -66956.1492 eV
HOMO level (alpha / beta) ... -9.2 / -11.7 eV
HOMO-LUMO gap (alpha / beta) ... 5.98 / 5.67 eV

Structure (ORCA input):
```
! RIJCOSX wB97M-V def2-TZVPD def2/J DEFGRID3
* xyz 1 5
Pt -1.281 2.121 0.639
O -3.333 5.557 0.572
C -2.845 4.496 0.852
N -2.584 3.442 0.006
C -3.185 3.214 -1.211
O -4.214 3.671 -1.624
C -2.295 2.314 -2.029
C -2.546 2.111 -3.366
C -1.585 1.480 -4.145
C -0.386 1.129 -3.548
C -0.224 1.349 -2.192
N -1.167 1.878 -1.421
C -2.502 4.105 2.269
C -2.836 4.921 3.327
C -2.788 4.398 4.610
C -2.484 3.054 4.765
C -2.129 2.306 3.656
N -2.058 2.842 2.436
H -3.479 2.484 -3.764
H -1.754 1.304 -5.198
H 0.428 0.694 -4.110
H 0.706 1.112 -1.704
H -3.170 5.926 3.109
H -3.041 5.009 5.465
H -2.540 2.571 5.731
H -1.954 1.243 3.726
O -0.436 -0.309 4.170
C 0.294 0.629 4.010
C 1.068 1.405 5.052
C 1.751 2.551 4.306
C 1.373 2.373 2.854
O 1.665 3.048 1.909
N 0.565 1.228 2.776
H 1.774 0.720 5.523
H 0.378 1.730 5.829
H 2.838 2.518 4.374
H 1.438 3.542 4.633
S 1.871 -1.200 2.164
C 0.864 -0.320 1.154
N 0.172 0.741 1.496
C 1.848 -4.792 -2.590
C 1.219 -3.687 -3.362
C 2.021 -2.988 -4.408
C -0.261 -3.674 -3.557
Sb 1.102 -1.321 -0.902
C -1.783 -2.914 0.540
C -2.486 -2.196 -0.557
C -1.185 -4.262 0.345
C -1.967 -2.420 1.928
C 3.125 -0.460 -1.233
C 3.560 0.568 -0.196
C 4.071 -1.660 -1.216
C 3.158 0.187 -2.622
H 1.979 -5.688 -3.216
H 1.236 -5.090 -1.737
H 2.843 -4.524 -2.228
H 1.937 -3.514 -5.371
H 3.085 -2.942 -4.169
H 1.658 -1.973 -4.593
H -0.526 -4.053 -4.554
H -0.673 -2.661 -3.500
H -0.780 -4.292 -2.826
H -2.291 -2.636 -1.536
H -2.195 -1.137 -0.591
H -3.575 -2.194 -0.407
H -1.136 -4.544 -0.707
H -1.758 -5.040 0.867
H -0.170 -4.316 0.760
H -2.107 -1.340 1.965
H -1.122 -2.676 2.572
H -2.856 -2.870 2.395
H 3.659 0.139 0.799
H 2.884 1.425 -0.135
H 4.545 0.951 -0.482
H 4.061 -2.173 -0.252
H 5.096 -1.318 -1.395
H 3.826 -2.388 -1.991
H 2.494 1.043 -2.709
H 2.925 -0.525 -3.416
H 4.168 0.563 -2.812
*
```



Entry 6:
A structure of composition C29H40MnNO3Se at a distorted geometry. Source: the OMol25 dataset; level of theory: ωB97M-V with the def2-TZVPD basis set.

Results
Relative energy (zero: lowest compared OMol25 entry of this formula, charge and spin) ... 0.000 eV
DFT total energy ... -135022.9438 eV
HOMO level (alpha / beta) ... -8.2 / -8.4 eV
HOMO-LUMO gap (alpha / beta) ... 6.16 / 7.39 eV

Structure (ORCA input):
```
! RIJCOSX wB97M-V def2-TZVPD def2/J DEFGRID3
* xyz 0 5
Mn -0.431 -0.501 -1.229
C -0.803 -7.372 0.838
C -0.685 -6.362 1.988
C -1.727 -6.691 3.065
C 0.706 -6.496 2.606
C -0.933 -4.956 1.445
C 0.011 -3.940 1.511
C -0.267 -2.698 0.963
Se 1.056 -1.314 1.089
C 2.254 -1.730 -0.354
C 3.160 -2.767 -0.202
C 4.016 -3.095 -1.245
C 3.926 -2.324 -2.400
C 3.038 -1.268 -2.589
C 2.186 -0.962 -1.521
O 1.279 0.044 -1.590
C 3.091 -0.550 -3.948
C 4.481 0.090 -4.104
C 2.875 -1.579 -5.068
C 2.049 0.554 -4.145
C 5.009 -4.254 -1.179
C 4.684 -5.257 -2.294
C 4.938 -4.984 0.162
C 6.436 -3.723 -1.369
C -1.501 -2.410 0.368
O -1.719 -1.166 -0.119
C -2.472 -3.416 0.281
C -2.144 -4.652 0.834
C -3.859 -3.294 -0.372
C -3.992 -4.372 -1.460
C -4.927 -3.524 0.708
C -4.156 -1.947 -1.039
H -0.611 -8.384 1.203
H -1.799 -7.361 0.392
H -0.082 -7.148 0.050
H -1.551 -7.692 3.466
H -1.673 -5.977 3.889
H -2.743 -6.666 2.665
H 0.838 -7.511 2.983
H 1.494 -6.310 1.871
H 0.847 -5.809 3.443
H 0.974 -4.101 1.976
H 3.172 -3.319 0.727
H 4.589 -2.570 -3.220
H 5.282 -0.649 -4.057
H 4.549 0.597 -5.069
H 4.657 0.827 -3.317
H 3.629 -2.367 -5.067
H 1.895 -2.056 -4.976
H 2.922 -1.078 -6.037
H 2.154 1.359 -3.420
H 2.193 0.972 -5.146
H 1.033 0.164 -4.087
H 3.664 -5.634 -2.192
H 4.774 -4.805 -3.282
H 5.372 -6.105 -2.250
H 3.949 -5.417 0.335
H 5.663 -5.800 0.169
H 5.175 -4.322 0.998
H 6.560 -3.239 -2.339
H 6.686 -2.994 -0.595
H 7.153 -4.545 -1.310
H -2.888 -5.438 0.772
H -3.898 -5.383 -1.061
H -4.973 -4.293 -1.935
H -3.227 -4.243 -2.229
H -4.835 -4.505 1.177
H -4.851 -2.768 1.493
H -5.923 -3.456 0.265
H -3.453 -1.731 -1.843
H -5.158 -2.006 -1.474
H -4.139 -1.121 -0.331
O -0.128 -3.919 -3.532
C -0.329 -2.867 -3.048
N -0.557 -1.787 -2.592
*
```



Among the records above, which one has the lowest DFT total energy? C29H38N6O6PS2SeTi